Computed, not measured: a cluster of 2 separate species, C28H32N2O5 in total in a non-equilibrium geometry, with the ωB97M-V functional and the def2-TZVPD basis.

Geometry as XYZ:
```
67
Properties=species:S:1:pos:R:3
C -0.039 -2.857 -3.206
N -0.416 -2.379 -1.898
C -1.655 -2.606 -1.369
O -2.587 -3.162 -1.944
C -1.658 -2.013 0.043
C -1.879 -3.066 1.138
C -3.214 -3.768 1.016
C -3.266 -5.150 0.798
C -4.495 -5.782 0.594
C -5.679 -5.036 0.661
C -5.632 -3.657 0.901
C -4.398 -3.026 1.089
N -0.341 -1.365 0.112
C 0.037 -0.649 1.184
C 1.290 -0.063 1.283
C 1.730 0.701 2.349
C 3.038 1.288 2.443
C 3.381 2.052 3.588
C 4.611 2.687 3.690
C 5.551 2.575 2.652
C 5.243 1.815 1.516
C 4.014 1.169 1.413
C 0.493 -1.576 -1.087
C 1.771 -2.390 -0.804
C 0.848 -0.273 -1.827
H -0.851 -3.449 -3.628
H 0.183 -2.014 -3.868
H 0.860 -3.476 -3.126
H -2.462 -1.254 0.102
H -1.061 -3.803 1.092
H -1.810 -2.546 2.107
H -2.331 -5.714 0.755
H -4.523 -6.854 0.381
H -6.640 -5.528 0.512
H -6.550 -3.066 0.941
H -4.342 -1.950 1.272
H -0.703 -0.533 1.982
H 1.968 -0.215 0.451
H 1.035 0.850 3.181
H 2.640 2.140 4.384
H 4.845 3.279 4.575
H 6.515 3.081 2.729
H 5.964 1.739 0.699
H 3.787 0.599 0.511
H 1.508 -3.376 -0.399
H 2.324 -2.518 -1.743
H 2.429 -1.894 -0.090
H -0.068 0.249 -2.136
H 1.427 0.415 -1.205
H 1.447 -0.519 -2.713
C -0.443 5.804 -1.293
C -0.340 4.369 -1.788
C -0.822 4.304 -3.243
O 1.018 3.895 -1.764
C 1.540 3.629 -0.502
O 2.730 3.364 -0.438
C 0.592 3.624 0.558
C -0.716 3.151 0.248
O -1.441 2.454 0.939
O -1.173 3.476 -1.026
H -0.110 5.888 -0.252
H 0.175 6.448 -1.932
H -1.485 6.137 -1.377
H -0.768 3.277 -3.617
H -1.859 4.649 -3.303
H -0.198 4.945 -3.872
H 0.960 3.475 1.562
```

**E_HOMO**: -6.60 eV
**Kohn-Sham gap**: 4.6382 eV
**Energy**: -42772.2363 eV
**Charge**: 0

Let us look at the Löwdin charges, expressed in e, one per atom: -0.006, -0.035, -0.364, 0.091, -0.145, -0.084, -0.237, -0.043, -0.076, -0.085, -0.070, -0.039, 0.058, 0.030, -0.063, 0.049, -0.208, -0.019, -0.067, -0.049, -0.057, -0.008, -0.448, 0.010, 0.028, 0.099, 0.096, 0.091, 0.174, 0.128, 0.122, 0.112, 0.105, 0.102, 0.106, 0.118, 0.159, 0.062, 0.138, 0.117, 0.108, 0.111, 0.114, 0.110, 0.101, 0.091, 0.073, 0.113, 0.079, 0.094, -0.001, -0.554, 0.003, 0.035, -0.525, 0.024, -0.006, -0.527, 0.007, 0.033, 0.083, 0.095, 0.094, 0.083, 0.090, 0.090, 0.089

=====

Computed, not measured: a cluster of 3 separate species, C26H30ClF9N2O7S in total in a non-equilibrium geometry, with the ωB97M-V functional and the def2-TZVPD basis.

Geometry as XYZ:
```
76
Properties=species:S:1:pos:R:3
C 0.719 2.736 0.525
C -0.419 2.326 1.445
C -0.664 0.818 1.385
C -0.931 0.267 -0.022
C -1.981 1.177 -0.702
C -1.500 -1.134 -0.030
Cl -1.256 -1.663 -1.828
O -2.879 -1.227 0.165
C -3.072 -2.538 0.598
O -3.921 -3.313 0.220
O -2.068 -2.755 1.504
C -0.908 -2.351 0.773
C 0.249 -2.197 1.719
C 1.583 -2.101 0.957
C 2.568 -1.217 1.690
C 3.934 -1.015 1.015
C 3.875 -0.762 -0.467
F 3.651 -1.885 -1.179
F 2.808 0.061 -0.713
C 5.078 0.027 -1.062
F 5.408 1.045 -0.253
F 4.678 0.566 -2.232
S 6.611 -1.000 -1.470
F 7.127 0.150 -2.417
F 5.857 -1.673 -2.658
F 6.161 -2.146 -0.482
F 7.423 -0.339 -0.274
F 7.882 -1.849 -1.826
H 0.486 2.618 -0.527
H 0.975 3.777 0.674
H 1.603 2.137 0.714
H -1.321 2.890 1.273
H -0.051 2.499 2.452
H 0.269 0.393 1.738
H -1.445 0.522 2.077
H -0.038 0.309 -0.625
H -2.450 0.695 -1.549
H -2.763 1.373 0.023
H -1.552 2.110 -1.033
H -0.574 -3.057 0.022
H 0.137 -1.413 2.454
H 0.275 -3.122 2.287
H 1.353 -1.740 -0.039
H 1.997 -3.093 0.825
H 2.775 -1.704 2.638
H 2.162 -0.245 1.939
H 4.419 -0.175 1.494
H 4.565 -1.866 1.232
O -2.921 -0.231 -4.606
N -1.971 -0.859 -5.018
O -0.818 -0.647 -4.712
C -2.237 -1.962 -5.953
C -3.539 -2.211 -6.344
C -3.783 -3.240 -7.239
C -2.731 -4.004 -7.726
C -1.430 -3.743 -7.315
C -1.177 -2.715 -6.422
H -4.353 -1.615 -5.961
H -4.795 -3.445 -7.558
H -2.924 -4.804 -8.428
H -0.612 -4.340 -7.692
H -0.168 -2.506 -6.100
O -3.158 2.781 2.881
N -3.022 3.875 3.384
O -3.175 4.925 2.801
C -2.628 3.928 4.799
C -2.406 2.744 5.478
C -2.016 2.799 6.806
C -1.857 4.026 7.435
C -2.092 5.204 6.738
C -2.480 5.159 5.409
H -2.532 1.793 4.984
H -1.834 1.882 7.350
H -1.548 4.065 8.471
H -1.970 6.159 7.230
H -2.662 6.071 4.862
```

**E_HOMO**: -10.00 eV
**SMILES**: CCC[C@H](C)[C@]1(Cl)OC(=O)O[C@@H]1CCCCC(F)(F)C(F)(F)S(F)(F)(F)(F)F.O=[N+]([O-])c1ccccc1.O=[N+]([O-])c1ccccc1
**Kohn-Sham gap**: 9.4360 eV
**Energy**: -92569.5375 eV
**Charge**: 0

Let us look at the Löwdin charges, expressed in e, one per atom: -0.090, -0.249, -0.164, -0.334, -0.041, -0.579, 0.732, 0.047, -0.476, 0.187, 0.087, -0.278, -0.123, -0.174, -0.165, -0.072, -0.464, 0.125, 0.106, -0.426, 0.130, 0.121, 0.749, -0.117, -0.102, -0.128, -0.135, -0.105, 0.068, 0.074, 0.064, 0.083, 0.107, 0.071, 0.126, 0.114, 0.061, 0.090, 0.079, 0.119, 0.107, 0.129, 0.096, 0.127, 0.123, 0.098, 0.128, 0.124, 0.071, -0.368, 0.033, -0.146, -0.001, -0.066, -0.074, -0.067, -0.003, 0.120, 0.107, 0.106, 0.107, 0.120, 0.065, -0.348, 0.087, -0.146, -0.003, -0.065, -0.071, -0.065, -0.002, 0.119, 0.108, 0.107, 0.108, 0.120

=====

Computed, not measured: a cluster of 8 separate species, C24H24Cl14F3NS in total in a non-equilibrium geometry, with the ωB97M-V functional and the def2-TZVPD basis.

Geometry as XYZ:
```
67
Properties=species:S:1:pos:R:3
C 2.537 -4.105 -0.042
C 2.023 -3.306 -0.820
C 1.471 -1.937 -1.325
C 2.437 -1.069 -2.071
C 1.969 0.272 -2.534
C 0.563 0.679 -2.232
C -0.439 -0.213 -1.512
C 0.040 -1.567 -1.046
N -1.817 0.214 -1.273
C -2.667 0.087 -2.454
F -3.534 1.188 -2.557
F -1.992 -0.089 -3.651
F -3.515 -1.035 -2.324
C -1.904 1.544 -0.656
C -2.732 1.795 0.575
C -2.773 3.188 1.163
C -2.060 4.378 0.587
C -1.215 4.125 -0.656
C -0.338 5.222 -1.407
C 1.043 5.187 -1.159
C -1.157 2.742 -1.230
S -0.112 2.345 -2.714
H 2.951 -4.874 0.688
H 3.503 -1.352 -2.299
H 2.603 1.018 -3.093
H -0.663 -2.242 -0.482
H -3.324 0.930 1.037
H -3.380 3.352 2.084
H -2.107 5.395 1.061
H -0.768 5.981 -2.113
H 1.589 6.131 -0.832
H 1.685 4.272 -1.309
Cl -1.842 2.620 3.306
C -1.648 1.898 4.914
Cl 0.061 1.722 5.342
H -2.131 2.537 5.650
H -2.114 0.915 4.917
Cl 1.853 -6.531 2.282
C 2.454 -5.478 3.570
Cl 1.607 -3.927 3.577
H 2.299 -5.970 4.528
H 3.515 -5.301 3.413
Cl 6.084 -5.849 3.863
C 5.659 -7.475 3.312
Cl 4.929 -7.439 1.703
H 6.561 -8.081 3.276
H 4.949 -7.911 4.012
Cl -4.825 -2.551 2.913
C -5.602 -1.623 1.625
Cl -4.450 -0.539 0.831
H -6.004 -2.312 0.885
H -6.406 -1.030 2.053
Cl 0.734 -7.502 -0.955
C 0.438 -6.427 -2.327
Cl 1.939 -6.037 -3.173
H -0.239 -6.920 -3.020
H -0.012 -5.505 -1.962
Cl -2.428 6.663 -0.652
C -3.726 7.816 -0.315
Cl -4.166 7.804 1.399
H -3.392 8.815 -0.586
H -4.599 7.547 -0.905
Cl 2.973 3.300 -3.144
C 4.563 3.717 -3.796
Cl 5.407 2.283 -4.393
H 4.434 4.419 -4.617
H 5.158 4.175 -3.009
```

**E_HOMO**: -7.86 eV
**SMILES**: C#Cc1ccc2c(c1)N(C(F)(F)F)c1cccc(C=C)c1S2.ClCCl.ClCCl.ClCCl.ClCCl.ClCCl.ClCCl.ClCCl
**Kohn-Sham gap**: 8.0424 eV
**Energy**: -221058.2031 eV
**Charge**: 0

Let us look at the Löwdin charges, expressed in e, one per atom: 0.065, -0.104, -0.179, -0.012, -0.082, -0.355, -0.174, 0.070, 0.018, -0.478, 0.092, 0.102, 0.056, -0.175, -0.073, -0.258, -0.119, -0.218, -0.256, -0.023, -0.313, 0.922, 0.008, 0.115, 0.007, 0.122, -0.066, 0.029, 0.037, 0.056, 0.073, -0.012, 0.698, -0.970, 0.497, 0.026, 0.028, 0.478, -1.029, 0.523, 0.030, -0.040, 0.526, -1.003, 0.507, 0.026, 0.030, 0.510, -0.976, 0.660, 0.031, 0.030, 0.488, -1.023, 0.503, 0.024, 0.018, 0.711, -0.943, 0.512, 0.029, 0.032, 0.594, -0.978, 0.514, 0.030, 0.032

=====

Computed, not measured: a structure of composition C32H88Cu2N8O12S in a non-equilibrium geometry, with the ωB97M-V functional and the def2-TZVPD basis.

Geometry as XYZ:
```
143
Properties=species:S:1:pos:R:3
Cu 1.294 1.530 1.385
Cu 0.076 -2.272 -2.515
S 0.103 -0.208 -0.574
O 0.154 -0.403 0.879
O -1.147 -0.788 -1.146
O 0.050 1.228 -0.856
O 1.219 -0.987 -1.194
C 1.217 -4.883 7.326
C 1.047 -5.302 5.871
C 1.909 -4.500 4.889
O 1.119 -3.391 4.452
C 1.540 -2.820 3.251
N 1.340 -6.722 5.693
H 0.610 -5.455 8.023
H 1.199 -3.796 7.375
H 2.254 -5.162 7.563
H 0.010 -5.058 5.603
H 2.134 -5.111 4.009
H 2.849 -4.125 5.307
H 2.574 -2.437 3.287
H 0.961 -1.906 3.129
H 1.506 -3.495 2.389
H 1.000 -7.244 6.494
H 0.809 -7.054 4.895
C -5.126 -0.491 -0.015
C -4.436 0.579 -0.880
C -5.351 1.770 -1.168
O -4.747 2.580 -2.160
C -5.175 3.915 -2.121
N -3.188 1.051 -0.303
H -5.827 0.000 0.659
H -4.398 -1.136 0.474
H -5.621 -1.176 -0.708
H -4.204 0.113 -1.853
H -5.482 2.282 -0.206
H -6.337 1.457 -1.524
H -5.093 4.328 -1.110
H -6.203 4.056 -2.478
H -4.560 4.546 -2.764
H -2.902 1.783 -0.954
H -2.461 0.336 -0.398
C -3.112 -0.057 3.197
C -1.983 0.210 4.179
C -1.720 -0.980 5.094
O -2.692 -1.026 6.131
C -2.507 -2.039 7.069
N -0.705 0.510 3.529
H -2.937 -1.030 2.728
H -3.236 0.765 2.495
H -4.066 -0.180 3.721
H -2.273 1.071 4.787
H -0.786 -0.833 5.647
H -1.742 -1.911 4.514
H -2.750 -3.034 6.653
H -3.033 -1.923 8.009
H -1.423 -2.204 7.201
H -0.369 -0.315 3.042
H -0.841 1.188 2.787
C -1.711 2.610 -3.878
C -0.241 2.959 -3.990
C 0.146 4.019 -2.936
O 1.317 4.654 -3.404
C 1.813 5.706 -2.612
N 0.609 1.761 -3.927
H -1.901 2.310 -2.840
H -2.106 1.774 -4.453
H -2.355 3.474 -4.053
H -0.003 3.478 -4.923
H 0.359 3.489 -1.996
H -0.624 4.782 -2.768
H 2.268 5.304 -1.699
H 1.012 6.398 -2.336
H 2.588 6.200 -3.193
H 1.557 2.132 -3.969
H 0.511 1.410 -2.975
C -2.892 -5.605 -1.326
C -2.458 -4.375 -0.518
C -1.291 -4.601 0.459
O -1.331 -5.819 1.141
C -0.248 -5.949 2.040
N -2.110 -3.294 -1.406
H -3.298 -6.355 -0.648
H -1.979 -6.044 -1.740
H -3.604 -5.376 -2.115
H -3.374 -4.062 0.008
H -1.408 -3.756 1.151
H -0.386 -4.486 -0.152
H -0.332 -5.233 2.863
H 0.709 -5.779 1.532
H -0.237 -6.976 2.398
H -2.830 -3.156 -2.103
H -1.817 -2.372 -1.090
C 5.138 0.338 -0.651
C 4.167 1.166 0.241
C 3.414 2.205 -0.598
O 2.522 3.033 0.143
C 3.222 4.168 0.648
N 3.181 0.232 0.803
H 5.789 -0.213 0.021
H 5.605 0.919 -1.450
H 4.500 -0.335 -1.231
H 4.709 1.652 1.052
H 2.840 1.744 -1.408
H 4.141 2.839 -1.118
H 3.818 4.680 -0.109
H 3.882 3.862 1.464
H 2.539 4.910 1.060
H 2.666 -0.304 0.105
H 3.697 -0.468 1.328
C 3.411 -2.863 -7.961
C 4.168 -1.762 -7.217
C 4.861 -2.190 -5.917
O 3.942 -2.354 -4.871
C 3.533 -1.182 -4.232
N 5.182 -1.088 -8.079
H 2.923 -3.451 -7.178
H 4.075 -3.471 -8.571
H 2.620 -2.399 -8.548
H 3.493 -0.945 -6.950
H 5.630 -1.444 -5.678
H 5.483 -3.079 -6.062
H 4.334 -0.778 -3.588
H 2.728 -1.417 -3.541
H 3.313 -0.307 -4.852
H 5.467 -1.753 -8.793
H 4.748 -0.344 -8.613
C -2.745 4.408 1.645
C -1.456 4.213 0.894
C -0.406 5.301 0.968
O -0.951 6.516 0.586
C -0.060 7.627 0.708
N -0.847 2.904 1.183
H -2.726 4.308 2.731
H -3.511 3.782 1.187
H -3.086 5.430 1.442
H -1.794 4.167 -0.155
H 0.424 5.011 0.298
H 0.077 5.237 1.959
H 0.494 7.593 1.645
H -0.672 8.516 0.590
H 0.611 7.568 -0.156
H -1.556 2.165 1.170
H -0.428 2.592 0.306
```

**E_HOMO**: -8.36 eV
**Kohn-Sham gap**: 7.7495 eV
**Energy**: -171212.4862 eV
**Charge**: 0

Löwdin atomic charge list, values in e, 99 entries: 0.396, 0.558, 0.295, -0.339, -0.409, -0.356, -0.381, -0.060, -0.452, -0.183, -0.209, -0.119, 0.036, 0.075, 0.080, 0.082, 0.130, 0.113, 0.130, 0.088, 0.067, 0.080, 0.068, 0.060, -0.045, -0.433, -0.206, -0.192, -0.116, 0.066, 0.077, 0.061, 0.073, 0.136, 0.123, 0.130, 0.083, 0.087, 0.081, 0.055, 0.033, -0.058, -0.416, -0.200, -0.190, -0.130, 0.055, 0.075, 0.056, 0.081, 0.140, 0.126, 0.129, 0.084, 0.084, 0.076, 0.024, 0.016, -0.053, -0.418, -0.199, -0.194, -0.095, 0.058, 0.060, 0.081, 0.074, 0.135, 0.110, 0.129, 0.064, 0.082, 0.091, 0.064, 0.028, -0.050, -0.427, -0.208, -0.167, -0.102, 0.042, 0.078, 0.082, 0.074, 0.137, 0.134, 0.124, 0.081, 0.088, 0.088, 0.084, 0.010, -0.036, -0.376, -0.184, -0.223, -0.088, 0.055, 0.080